No. 1
{
  "formula": "C4H7NO3",
  "method": "ωB97M-V/def2-TZVPD",
  "symbols": ["C", "C", "C", "C", "H", "H", "H", "H", "H", "H", "H", "N", "O", "O", "O"],
  "positions_angstrom": [[1.114, -0.296, -0.162], [-0.907, -1.089, -0.032], [-1.444, 0.356, 0.437], [-0.720, 1.231, -0.433], [4.026, -0.098, 0.600], [-1.112, -1.679, 1.065], [-1.806, -1.709, -0.493], [-2.625, 0.153, 0.064], [-1.403, 0.642, 1.415], [-1.004, 2.223, -0.500], [-0.793, 0.864, -1.399], [2.301, -0.776, 0.168], [3.362, 0.463, -0.102], [0.282, -1.250, -0.594], [0.728, 0.966, -0.036]],
  "atomic_forces_ev_per_a": [[4.0, -0.7, 1.0], [-7.6, -2.9, 6.0], [-4.0, -3.9, -4.4], [2.4, -1.1, -0.2], [-2.2, 2.9, -3.1], [1.6, 0.9, -2.3], [2.3, 1.7, -0.4], [3.0, 1.4, 1.3], [0.3, 0.2, 2.8], [0.4, 2.3, 0.6], [-0.1, -0.6, -2.2], [-0.4, 3.4, -2.4], [0.6, -5.1, 4.5], [1.1, 0.6, -0.5], [-1.2, 0.9, -0.8]],
  "homo_energy_ev": -9.00,
  "multiplicity": 1,
  "smiles": "ON=C1OCCCO1",
  "e_above_lowest_kcal_mol": 169.7,
  "gap_ev": 9.6
}

---

No. 2
{
  "formula": "C3H4N2O",
  "method": "ωB97M-V/def2-TZVPD",
  "symbols": ["O", "C", "C", "C", "N", "N", "H", "H", "H", "H"],
  "positions_angstrom": [[1.188, -1.432, -0.675], [0.425, -0.493, -0.081], [-0.906, -0.423, 0.287], [-1.094, 0.889, 0.922], [0.086, 1.546, 0.848], [0.969, 0.671, 0.306], [0.630, -2.195, -0.882], [-1.656, -1.207, 0.241], [-1.716, 0.755, -0.084], [1.946, 0.922, 0.200]],
  "atomic_forces_ev_per_a": [[-0.1, -0.1, -0.1], [-0.1, 0.1, 0.4], [0.9, -0.8, 0.7], [-0.2, -1.1, -1.8], [0.1, -0.3, -0.5], [0.1, -0.1, 0.1], [0.2, 0.2, 0.1], [0.2, 0.3, -0.2], [-0.9, 1.8, 1.0], [-0.2, 0.0, 0.1]],
  "homo_energy_ev": -8.67,
  "multiplicity": 1,
  "smiles": "Oc1ccn[nH]1",
  "e_above_lowest_kcal_mol": 103.4,
  "gap_ev": 9.0
}

---

No. 3
{
  "formula": "C7H9N5",
  "method": "ωB97M-V/def2-TZVPD",
  "symbols": ["C", "C", "C", "C", "C", "C", "C", "N", "N", "N", "N", "N", "H", "H", "H", "H", "H", "H", "H", "H", "H"],
  "positions_angstrom": [[-2.856, 0.491, -0.566], [-3.276, -0.752, -0.979], [0.617, -1.390, 1.622], [2.013, -1.151, 0.119], [-1.433, 0.519, -0.732], [2.351, 2.392, 0.782], [2.352, 1.191, 0.185], [1.279, -2.088, 0.734], [0.867, -0.120, 1.676], [-1.073, -0.575, -1.344], [-2.143, -1.346, -1.563], [1.766, 0.039, 0.696], [-3.515, 1.170, -0.026], [-4.252, -0.998, -1.297], [-0.165, -1.786, 2.240], [2.498, -1.249, -0.821], [1.835, 2.544, 1.761], [-0.708, 1.265, -0.486], [2.785, 3.174, 0.392], [2.995, 1.010, -0.754], [-1.936, -2.338, -1.639]],
  "atomic_forces_ev_per_a": [[-0.2, -0.3, 1.2], [2.0, 0.8, -1.5], [-1.3, -0.1, 1.5], [-1.7, -1.0, 0.9], [-1.7, -0.5, -0.5], [-3.0, -4.6, 2.7], [1.6, 1.8, -0.4], [1.6, -0.5, -2.2], [0.1, 2.0, 0.3], [1.6, -0.7, -0.1], [-0.8, 0.7, 1.2], [0.6, -0.9, -1.2], [0.4, 0.1, -0.4], [-0.9, -0.8, 0.3], [0.0, -0.3, 0.3], [0.7, -0.2, -0.2], [0.4, -0.3, -1.0], [0.1, 0.3, 0.1], [2.4, 3.9, -2.2], [-1.4, 0.2, 1.5], [-0.3, 0.4, -0.3]],
  "homo_energy_ev": -9.33,
  "multiplicity": 1,
  "smiles": "C=Cn1cncn1.c1cn[nH]c1",
  "e_above_lowest_kcal_mol": 60.5,
  "gap_ev": 10.3
}

---

No. 4
{
  "formula": "H16IO8",
  "method": "ωB97M-V/def2-TZVPD",
  "symbols": ["I", "O", "H", "H", "O", "H", "H", "O", "H", "H", "O", "H", "H", "O", "H", "H", "O", "H", "H", "O", "H", "H", "O", "H", "H"],
  "positions_angstrom": [[-0.074, 0.376, 0.573], [2.619, -0.007, 3.509], [2.404, -0.598, 4.332], [1.883, 0.315, 2.818], [-3.177, -0.011, 2.385], [-2.667, 0.224, 1.559], [-3.465, 0.693, 2.874], [0.765, -3.225, 0.947], [0.209, -2.391, 0.699], [0.233, -3.945, 0.481], [-2.022, -2.693, -0.390], [-2.978, -2.919, 0.123], [-1.873, -1.793, -0.290], [2.046, 3.178, -0.616], [2.534, 3.293, -1.489], [1.532, 2.316, -0.649], [2.707, 0.069, -1.611], [2.061, -0.070, -0.885], [3.493, 0.080, -1.092], [-2.208, 2.963, -1.367], [-1.660, 3.232, -1.977], [-1.610, 2.269, -1.113], [-0.566, -0.623, -3.049], [0.052, -0.296, -3.629], [-0.236, -0.437, -2.142]],
  "atomic_forces_ev_per_a": [[-0.1, 0.0, -0.1], [-1.2, -0.1, 0.1], [-0.5, 1.9, -3.1], [1.6, -1.8, 2.9], [1.4, -3.3, -2.8], [-0.7, 0.3, 1.6], [-0.7, 3.1, 1.3], [-2.4, 0.4, -1.6], [1.5, -2.0, 0.7], [1.0, 1.5, 0.9], [-4.4, -4.2, 1.6], [4.2, 1.3, -2.1], [0.3, 2.9, 0.5], [0.2, -0.6, -1.5], [-1.2, -0.7, 1.7], [1.0, 1.3, -0.2], [-1.1, -0.1, 0.2], [-0.2, 0.0, -0.6], [1.3, 0.1, 0.3], [-3.9, -2.1, 4.5], [4.0, 3.5, -5.9], [-0.1, -1.4, 1.5], [-2.2, -1.1, 2.7], [2.4, 1.2, -1.9], [-0.2, -0.1, -0.7]],
  "homo_energy_ev": -5.75,
  "multiplicity": 1,
  "total_charge": -1,
  "e_above_lowest_kcal_mol": 57.6,
  "gap_ev": 8.8
}

---

No. 5
{
  "formula": "C2H5NO2",
  "method": "ωB97M-V/def2-TZVPD",
  "symbols": ["O", "C", "N", "C", "O", "H", "H", "H", "H", "H"],
  "positions_angstrom": [[-0.491, -1.519, 1.204], [-0.576, -0.327, 1.342], [-0.279, 0.566, 0.360], [0.381, 0.021, -0.841], [0.808, 1.057, -1.668], [-0.958, 0.187, 2.235], [0.100, 1.464, 0.639], [-0.290, -0.658, -1.360], [1.263, -0.518, -0.493], [0.130, 1.305, -2.297]],
  "atomic_forces_ev_per_a": [[-0.1, -0.5, 0.1], [-0.2, 0.7, -0.1], [0.4, 0.0, -0.7], [0.1, 0.1, 0.5], [0.4, 0.3, 0.0], [0.1, -0.2, 0.3], [-0.3, -0.1, 0.0], [-0.1, -0.1, 0.2], [0.0, -0.1, -0.3], [-0.2, 0.0, 0.0]],
  "homo_energy_ev": -10.06,
  "multiplicity": 1,
  "smiles": "O=CNCO",
  "e_above_lowest_kcal_mol": 18.1,
  "gap_ev": 10.8
}

---

No. 6
{
  "formula": "C3H6FNO2",
  "method": "ωB97M-V/def2-TZVPD",
  "symbols": ["C", "C", "C", "N", "O", "O", "F", "H", "H", "H", "H", "H", "H"],
  "positions_angstrom": [[-2.240, -0.264, 0.202], [1.729, 0.243, 0.899], [1.175, 0.522, -0.477], [-1.406, -0.608, -0.821], [-1.911, -0.145, 1.341], [-0.179, -1.040, -0.705], [1.939, 0.300, -1.476], [-3.204, -0.195, -0.146], [0.876, 0.364, 1.649], [2.709, 0.724, 1.034], [1.836, -0.783, 0.914], [0.403, 1.301, -0.632], [-1.728, -0.421, -1.782]],
  "atomic_forces_ev_per_a": [[2.6, -0.8, -0.7], [-2.0, 1.5, -0.5], [-3.3, -1.5, 1.8], [-1.5, 0.6, -1.4], [0.5, 0.2, 1.9], [3.1, 2.0, 0.8], [1.1, -0.1, -1.2], [-2.8, 0.6, -0.9], [1.5, 0.6, -0.8], [-0.6, 0.1, 0.3], [0.8, -2.4, 0.0], [0.6, -0.4, -0.1], [0.1, -0.3, 0.7]],
  "homo_energy_ev": [-8.39, -8.39],
  "multiplicity": 1,
  "e_above_lowest_kcal_mol": 100.6,
  "gap_ev": [8.7, 8.7]
}

---

No. 7
{
  "formula": "C4H8NO2",
  "method": "ωB97M-V/def2-TZVPD",
  "symbols": ["O", "C", "O", "C", "C", "C", "N", "H", "H", "H", "H", "H", "H", "H", "H"],
  "positions_angstrom": [[2.099, -1.423, -0.411], [1.886, -0.228, -0.712], [2.666, 0.716, -0.950], [0.337, 0.079, -0.687], [0.022, 0.448, 0.752], [-1.498, 0.628, 1.099], [-0.487, -1.044, -1.148], [0.131, 0.977, -1.304], [0.548, 1.402, 0.987], [0.319, -0.324, 1.495], [-1.986, 1.553, 0.755], [-1.926, -0.257, 0.618], [-1.682, 0.568, 2.150], [-0.292, -1.848, -0.564], [-0.136, -1.248, -2.078]],
  "atomic_forces_ev_per_a": [[0.7, -0.1, -0.1], [-0.9, -0.1, 0.2], [0.0, -0.1, 0.0], [0.4, 0.4, 0.2], [-1.0, 1.2, 1.5], [0.7, -0.4, -1.3], [-0.3, 0.7, -0.3], [0.0, -0.5, 0.1], [0.0, -0.8, -0.1], [0.5, 0.2, -0.8], [0.3, -0.3, -0.3], [-0.7, 0.3, 0.1], [0.1, -0.1, 0.8], [0.4, -0.1, -0.1], [-0.1, -0.4, 0.1]],
  "homo_energy_ev": -3.72,
  "multiplicity": 1,
  "smiles": "CC[C@H](N)C(=O)[O-]",
  "total_charge": -1,
  "e_above_lowest_kcal_mol": 10.1,
  "gap_ev": 7.8
}

---

No. 8
{
  "formula": "C18H18ClO6",
  "method": "ωB97M-V/def2-TZVPD",
  "symbols": ["Cl", "C", "C", "C", "C", "C", "C", "O", "O", "H", "H", "H", "H", "H", "H", "C", "C", "C", "C", "C", "C", "O", "O", "H", "H", "H", "H", "H", "H", "C", "C", "C", "C", "C", "C", "O", "O", "H", "H", "H", "H", "H", "H"],
  "positions_angstrom": [[-60.453, -7.724, 11.131], [-56.450, -5.796, 8.162], [-54.982, -6.340, 8.112], [-54.806, -7.632, 8.351], [-55.930, -8.448, 8.635], [-57.256, -7.962, 8.728], [-57.487, -6.611, 8.511], [-58.814, -6.195, 8.703], [-53.634, -8.231, 8.122], [-56.546, -4.831, 7.729], [-54.233, -5.704, 7.714], [-55.665, -9.549, 9.038], [-58.120, -8.419, 9.165], [-59.270, -6.677, 9.487], [-53.407, -9.167, 7.974], [-63.225, -5.990, 7.849], [-63.924, -5.210, 6.830], [-63.637, -5.443, 5.483], [-62.901, -6.647, 5.080], [-62.346, -7.480, 6.039], [-62.361, -7.138, 7.441], [-61.629, -7.842, 8.320], [-64.220, -4.703, 4.454], [-63.477, -5.628, 8.951], [-64.546, -4.428, 7.135], [-62.975, -6.965, 4.087], [-61.663, -8.296, 5.669], [-61.735, -7.616, 9.094], [-64.170, -3.730, 4.732], [-58.571, -2.900, 11.690], [-59.400, -4.097, 11.261], [-60.611, -3.851, 10.559], [-61.068, -2.455, 10.282], [-60.341, -1.407, 10.719], [-59.147, -1.549, 11.439], [-58.449, -0.435, 11.890], [-61.416, -4.813, 10.116], [-57.611, -3.203, 12.128], [-59.095, -4.946, 11.255], [-61.971, -2.271, 9.705], [-60.428, -0.404, 10.504], [-57.602, -0.824, 12.232], [-61.090, -5.642, 10.437]],
  "atomic_forces_ev_per_a": [[0.1, 0.5, -0.2], [4.1, -1.4, -0.5], [-5.0, 2.7, -0.4], [-2.1, -3.2, -0.4], [-1.2, -2.3, 2.0], [2.8, -0.3, 0.6], [-1.6, 0.4, 0.6], [0.7, 0.0, 0.5], [3.5, 0.2, -0.2], [-0.4, 0.9, 0.3], [0.6, 0.5, -0.1], [-0.8, 2.5, -1.2], [0.0, -1.2, -0.1], [1.0, 0.4, -1.4], [-1.6, 0.7, 0.4], [-0.4, -0.4, -0.4], [3.2, -2.6, 0.2], [0.3, -2.3, -0.3], [-1.7, 2.2, 2.8], [1.4, 0.3, 0.9], [-2.2, 2.6, -0.3], [1.4, -3.9, -13.6], [0.4, 2.1, 0.9], [1.1, -1.3, -2.4], [-0.9, 1.1, 0.4], [0.3, -0.1, -1.5], [-1.0, 0.7, 0.7], [-1.6, 3.8, 13.0], [-0.2, -2.1, -0.6], [-3.9, -0.6, -1.7], [-3.5, 13.9, -0.9], [0.4, 3.3, 0.6], [0.4, -3.1, 0.3], [2.5, -0.6, 1.4], [2.2, -4.4, 1.1], [0.9, -0.9, 0.1], [-0.6, 0.8, -0.6], [-0.3, 0.9, 0.0], [4.0, -10.2, 0.6], [0.1, -0.4, 0.0], [-1.4, 2.1, -0.8], [-1.1, 0.9, -0.4], [0.4, -1.8, 0.5]],
  "homo_energy_ev": -4.94,
  "multiplicity": 1,
  "total_charge": -1,
  "e_above_lowest_kcal_mol": 39.1,
  "gap_ev": 7.5
}